The molecule C3H8N4S, computed with ωB97M-V/def2-TZVPD.

```
16
Properties=species:S:1:pos:R:3:forces:R:3:mulliken_charge:R:1
H 1.4274 1.8344 0.0497 -0.02 -0.03 0.02 0.39
N 2.1875 1.1783 -0.1296 -0.04 0.05 0.03 -0.70
C 1.8011 -0.0075 -0.0407 0.18 -0.41 -0.08 0.44
N 2.6704 -1.0988 -0.1402 0.31 0.37 -0.06 -0.53
S 0.1556 -0.6918 0.3386 0.01 0.22 -0.06 -0.24
C -0.9656 0.6701 0.0387 0.07 -0.13 -0.03 0.68
N -0.5569 1.8732 0.0990 -0.74 0.71 -0.31 -0.71
H -1.2966 2.5634 -0.1661 0.69 -0.79 0.32 0.18
N -2.2470 0.2533 -0.2338 1.05 -0.66 -0.10 -0.26
C -2.7327 -1.1066 -0.1401 -0.67 0.09 -0.30 -0.94
H 3.6168 -0.8027 -0.3919 -0.54 -0.13 0.11 0.27
H 2.3349 -1.8741 -0.6917 -0.02 0.01 0.03 0.22
H -2.9182 0.9605 -0.1326 -0.91 0.93 0.11 0.22
H -3.7841 -1.1100 -0.4773 0.49 -0.03 0.19 0.30
H -2.1778 -1.7701 -0.7849 0.19 -0.13 -0.29 0.33
H -2.6867 -1.5102 0.8620 -0.04 -0.08 0.42 0.33
```
Forces are in eV/Å.

molar mass: 132.19 g/mol
structure (SMILES): [H]/N=C(/N)S/C(=N/[H])NC
highest occupied orbital energy: -0.3372 Eh
relative energy (zero: lowest compared OMol25 entry of this formula, charge and spin): 1.1 kcal/mol
net charge: 0
gap between HOMO and LUMO: 9.83 eV

---

A structure of composition H6O3Tl, computed with ωB97M-V/def2-TZVPD.

```
10
Properties=species:S:1:pos:R:3:forces:R:3:mulliken_charge:R:1
Tl -24.1452 -10.3317 11.5145 3.28 3.38 0.71 1.70
O -23.6968 -12.1703 10.9020 4.03 -2.10 0.22 -0.41
H -22.8391 -12.5902 10.9672 1.74 -0.85 0.32 0.46
H -23.9754 -12.3321 10.0006 -0.56 -0.49 -1.41 0.47
O -25.8524 -9.9128 12.4612 -1.08 2.13 2.47 -0.50
H -26.1777 -10.5220 13.1240 -0.15 -0.44 1.52 0.47
H -26.6110 -9.3734 12.2379 -0.79 1.65 -0.33 0.48
O -25.6360 -11.5386 10.9403 -4.86 -2.14 -2.93 -0.57
H -26.0174 -12.0532 11.6515 -0.50 -1.24 0.30 0.48
H -26.3875 -11.2539 10.4202 -1.12 0.11 -0.87 0.43
```
Forces are in eV/Å.

molar mass: 258.43 g/mol
highest occupied orbital energy: -1.0405 Eh
relative energy (zero: lowest compared OMol25 entry of this formula, charge and spin): 60.8 kcal/mol
net charge: +3
gap between HOMO and LUMO: 8.19 eV

---

A structure of composition C26H26BrIrN8O2P, computed with ωB97M-V/def2-TZVPD.

```
65
Properties=species:S:1:pos:R:3:forces:R:3:mulliken_charge:R:1
Ir -0.0122 -0.3401 -0.0180 0.12 -0.78 -0.87 1.27
C -1.1654 -0.4081 5.3214 0.01 0.01 -0.04 -0.76
N -0.8292 0.1649 4.0100 -0.01 -0.05 0.06 0.17
C -0.6468 1.4927 3.7681 0.00 0.02 -0.02 -0.51
C -0.3486 1.6179 2.4416 0.00 -0.02 0.02 -0.37
N -0.3494 0.3747 1.8822 -0.02 0.03 0.14 0.13
C -0.6466 -0.5104 2.8579 0.03 -0.02 -0.18 0.11
P -0.8019 -2.3487 2.7017 0.00 0.22 0.09 -0.27
C 0.7522 -2.5672 1.7727 -0.03 0.29 0.33 0.03
N 1.1454 -1.6617 0.8793 -0.16 -0.30 -0.31 -0.21
C 2.4206 -1.9690 0.4793 -0.03 -0.02 0.04 -0.55
C 2.7966 -3.0852 1.1642 0.10 0.07 0.05 -0.49
N 1.7502 -3.4420 1.9703 -0.01 -0.03 0.02 0.18
C 1.7528 -4.5749 2.9073 -0.01 0.06 0.03 -0.79
C -1.8556 -2.2969 1.2138 -0.05 0.28 0.32 0.04
N -1.6663 -1.3726 0.2744 0.20 -0.31 -0.24 -0.20
C -2.7021 -1.4424 -0.6214 0.01 -0.02 0.05 -0.53
C -3.5342 -2.4329 -0.1941 -0.09 0.08 0.00 -0.51
N -2.9976 -2.9512 0.9527 -0.01 -0.02 0.03 0.17
C -3.6046 -4.0169 1.7635 0.01 0.06 0.03 -0.78
H -1.2328 0.4057 6.0363 0.00 -0.01 0.01 0.33
H -0.3855 -1.0959 5.6386 0.00 0.00 0.01 0.34
H -2.1245 -0.9174 5.2711 0.00 0.00 0.01 0.34
H -0.7422 2.2335 4.5435 0.00 0.00 0.00 0.48
H -0.1389 2.5083 1.8751 0.00 0.01 0.01 0.43
H 2.9774 -1.3748 -0.2250 -0.04 -0.05 -0.08 0.54
H 3.7237 -3.6329 1.1552 -0.01 -0.01 -0.01 0.53
H 2.6523 -5.1563 2.7308 -0.01 -0.01 0.00 0.34
H 0.8809 -5.2003 2.7353 0.00 -0.01 0.00 0.33
H 1.7575 -4.2106 3.9319 0.01 0.00 0.00 0.34
H -2.7967 -0.7820 -1.4666 0.06 -0.06 -0.05 0.54
H -4.4651 -2.7897 -0.6014 0.01 -0.01 -0.01 0.53
H -4.4536 -4.4145 1.2164 0.00 -0.01 0.01 0.34
H -3.9482 -3.6124 2.7126 -0.01 0.00 0.00 0.34
H -2.8822 -4.8109 1.9332 0.00 -0.01 0.00 0.33
C 0.6474 2.4782 -1.8621 0.00 0.02 -0.03 -0.94
O 0.4866 1.0318 -1.8304 -0.15 0.65 0.89 0.14
C 0.6306 0.3557 -3.0325 0.02 -0.03 -0.04 1.21
C 0.8901 0.9629 -4.2381 0.01 -0.01 -0.03 -0.41
C 1.0131 0.1567 -5.3699 0.00 0.05 0.04 -1.16
Br 1.3562 0.9479 -7.0327 0.01 0.00 -0.01 -0.12
C 0.8814 -1.2092 -5.2606 0.00 -0.02 0.02 -0.68
C 0.6199 -1.8159 -4.0251 0.00 -0.06 -0.02 0.92
C 0.4830 -1.0209 -2.8771 0.02 0.09 -0.15 -0.12
O 0.2216 -1.5039 -1.6621 0.06 -0.10 -0.14 -0.58
C 0.4942 -3.2630 -3.9509 -0.01 0.01 0.03 0.31
N 0.2192 -3.9555 -2.8423 0.02 0.05 -0.04 0.44
C 0.1737 -5.3185 -3.1328 -0.01 -0.01 0.02 0.69
C -0.0696 -6.4353 -2.3436 0.00 -0.02 0.00 -0.85
C -0.0346 -7.6590 -2.9820 0.00 0.02 0.00 -0.60
C 0.2326 -7.7677 -4.3563 0.00 -0.01 -0.01 -0.57
C 0.4738 -6.6582 -5.1403 0.00 0.00 0.01 -0.88
C 0.4375 -5.4300 -4.4929 0.00 0.00 -0.01 0.37
N 0.6302 -4.1293 -4.9582 0.00 0.02 0.00 -0.06
H 1.6435 2.7248 -2.2238 0.00 -0.01 0.01 0.37
H 0.5260 2.8177 -0.8394 0.00 0.00 0.00 0.18
H -0.1186 2.9164 -2.4985 0.00 -0.01 0.00 0.37
H 0.9995 2.0330 -4.3331 0.00 0.00 -0.01 0.61
H 0.9823 -1.8025 -6.1587 0.00 0.00 0.00 0.55
H 0.0883 -3.4736 -1.9632 -0.01 -0.04 0.01 -0.39
H -0.2769 -6.3575 -1.2850 0.00 0.00 0.00 0.47
H -0.2168 -8.5601 -2.4131 0.00 0.00 0.00 0.42
H 0.2495 -8.7483 -4.8109 0.00 0.00 0.00 0.43
H 0.6791 -6.7451 -6.1983 0.00 0.00 0.00 0.45
H 0.8459 -3.8805 -5.9107 0.00 -0.01 0.00 0.23
```
Forces are in eV/Å.

molar mass: 785.64 g/mol
highest occupied orbital energy: -0.5714 Eh
relative energy (zero: lowest compared OMol25 entry of this formula, charge and spin): 0.0 kcal/mol
net charge: +3
gap between HOMO and LUMO: 5.95 eV

---

The molecule C17H20BrFN6O2, computed with ωB97M-V/def2-TZVPD.

```
47
Properties=species:S:1:pos:R:3:forces:R:3:mulliken_charge:R:1
O 0.4936 -1.3219 -1.9206 -0.01 0.14 0.01 -0.65
C -0.6700 -1.4553 -1.5933 0.01 -0.19 0.00 0.14
N -1.0608 -1.6922 -0.3219 0.00 0.03 -0.01 -0.04
C -0.1318 -1.4793 0.7714 0.00 -0.01 -0.01 -1.05
C 0.1719 0.0088 0.9376 0.01 0.00 0.01 -0.63
C -1.0553 0.8018 1.3300 -0.01 0.00 0.01 0.48
F -1.2094 0.7574 2.7224 0.00 0.00 0.00 -0.42
C -0.9912 2.2745 0.9585 0.00 -0.01 0.00 -0.90
N -1.0216 2.4461 -0.4845 0.00 0.02 0.01 0.61
C -0.4629 3.4292 -1.2187 -0.01 -0.01 -0.02 0.04
C -0.8713 3.1794 -2.5064 0.04 0.02 0.02 -0.47
C -0.5651 3.9447 -3.7413 -0.01 0.02 0.00 1.12
C -0.5952 5.4338 -3.5432 0.00 -0.01 0.01 -0.52
C -0.8289 6.3920 -4.6716 0.00 0.00 0.00 -0.67
C -1.8954 6.1785 -3.6312 0.00 0.00 -0.01 -0.59
C 0.4595 3.3688 -4.6905 -0.01 -0.02 0.00 -0.73
C -0.9979 3.3348 -5.0422 -0.01 0.00 -0.02 -0.55
N -1.6468 2.0656 -2.4785 0.00 -0.02 -0.01 -0.17
N -1.7360 1.6298 -1.2583 0.00 0.01 -0.01 -0.59
C -1.8260 -1.3755 -2.5730 0.01 -0.07 -0.03 0.83
N -3.0161 -1.7535 -2.0752 -0.01 0.10 0.02 -0.61
C -4.0634 -1.6489 -2.8624 0.00 0.02 0.00 -0.45
N -4.0639 -1.1859 -4.1088 0.00 0.00 0.00 -0.66
C -2.8962 -0.8201 -4.5992 0.00 -0.02 0.00 0.93
O -2.8687 -0.3374 -5.8422 0.00 0.00 0.00 -0.47
C -1.6999 -0.9212 -3.8698 0.00 0.00 0.01 -0.11
Br -0.1091 -0.4116 -4.7153 0.00 0.00 0.00 -0.03
H -2.0527 -1.7734 -0.1647 0.00 -0.01 0.00 0.37
H -0.5729 -1.8910 1.6791 0.00 0.00 0.00 0.45
H 0.7888 -2.0230 0.5631 0.00 0.00 0.00 0.35
H 0.9389 0.1647 1.7002 0.00 0.00 0.00 0.42
H 0.5663 0.3815 -0.0098 0.00 -0.01 0.00 0.39
H -1.9582 0.3690 0.8997 0.00 0.00 -0.01 0.26
H -1.8366 2.7942 1.4109 0.00 0.00 0.00 0.24
H -0.0673 2.7171 1.3321 0.00 0.00 0.00 0.35
H 0.1532 4.1943 -0.7806 -0.01 0.00 0.00 0.41
H 0.0996 5.7874 -2.7878 0.00 0.00 0.00 0.52
H -0.2814 7.3239 -4.6527 0.00 0.00 0.00 0.26
H -1.0040 6.0013 -5.6638 0.00 0.00 0.00 0.21
H -2.7612 5.5996 -3.9251 0.00 0.00 0.00 0.23
H -2.0949 6.9728 -2.9257 0.00 0.00 0.00 0.30
H 1.0906 4.0810 -5.2060 0.00 0.00 0.00 0.29
H 0.9322 2.4362 -4.4150 0.00 0.00 0.00 0.21
H -1.5026 2.3808 -4.9868 0.01 0.00 0.01 -0.13
H -1.3523 3.9911 -5.8242 0.00 0.00 0.00 0.24
H -5.0203 -1.9606 -2.4608 0.00 0.00 0.00 0.43
H -3.7831 -0.3441 -6.1599 -0.01 0.00 0.00 0.37
```
Forces are in eV/Å.

molar mass: 439.29 g/mol
structure (SMILES): O=C(NCC[C@@H](F)Cn1cc(C2(C3CC3)CC2)nn1)c1ncnc(O)c1Br
highest occupied orbital energy: -0.3355 Eh
relative energy (zero: lowest compared OMol25 entry of this formula, charge and spin): 3.9 kcal/mol
net charge: 0
gap between HOMO and LUMO: 9.38 eV

---

A structure of composition C23H16I2N4OOsSe, computed with ωB97M-V/def2-TZVPD.

```
48
Properties=species:S:1:pos:R:3:forces:R:3:mulliken_charge:R:1
Os 0.1280 -0.3489 0.4249 -0.71 -1.14 -0.19 1.85
N 2.2727 -0.0177 0.5552 -0.10 0.29 0.44 -0.42
C 2.6121 1.3747 0.2616 -0.07 -0.02 -0.02 0.78
C 3.8839 1.8639 0.3180 0.04 0.01 0.00 -0.59
C 4.1282 3.2255 0.0394 -0.01 -0.01 0.00 -0.72
C 3.0972 4.0618 -0.2828 0.00 0.01 -0.01 -0.98
C 1.7706 3.5733 -0.3422 0.01 0.04 0.02 0.70
C 0.6529 4.3834 -0.6423 0.05 -0.01 -0.02 -0.43
C -0.5981 3.8309 -0.6694 -0.04 -0.04 0.02 -0.97
C -0.7466 2.4644 -0.4105 -0.05 -0.01 -0.16 0.13
N 0.2755 1.6703 -0.1279 0.33 0.06 -0.20 -0.54
C 1.5373 2.2135 -0.0735 0.03 -0.03 0.05 -0.16
H 2.4715 -0.2002 1.5401 0.11 -0.01 -0.01 0.45
H 2.8864 -0.6385 0.0310 -0.13 -0.08 -0.06 0.45
H 4.7095 1.2133 0.5818 0.00 0.01 0.00 0.49
H 5.1402 3.6013 0.0911 0.00 -0.01 -0.01 0.43
H 3.2811 5.1065 -0.4968 0.00 0.00 0.01 0.44
H 0.7978 5.4366 -0.8483 0.00 0.00 0.00 0.47
H -1.4744 4.4228 -0.8899 0.00 -0.01 0.00 0.43
H -1.7253 2.0049 -0.4464 0.00 0.00 0.03 0.45
I -0.3755 0.9655 5.3573 -0.01 0.00 0.01 0.17
C -1.7991 0.5140 3.9359 0.11 -0.01 -0.03 -0.31
C -3.1684 0.5085 4.2704 -0.03 0.01 -0.04 -0.31
C -4.1440 0.2117 3.3493 0.03 -0.01 -0.09 -0.28
I -6.1241 0.2267 3.9504 -0.04 0.00 0.00 0.22
C -3.7814 -0.1046 2.0018 -0.11 0.04 0.13 0.38
C -4.6614 -0.4271 0.9548 -0.02 0.03 0.16 -0.57
C -4.1679 -0.7171 -0.2967 0.13 -0.06 -0.16 -0.85
C -2.7926 -0.6957 -0.5206 -0.20 0.00 -0.06 -0.28
N -1.9338 -0.3936 0.4457 0.22 0.12 -0.01 -0.02
C -2.4137 -0.0970 1.6898 0.36 -0.02 0.13 0.84
C -1.4181 0.2160 2.6414 -0.27 -0.23 -0.04 0.03
O -0.1460 0.2142 2.2262 0.06 0.40 0.18 -1.06
H -3.4495 0.7492 5.2864 0.01 -0.01 0.01 0.37
H -5.7279 -0.4482 1.1382 0.00 0.01 0.01 0.27
H -4.8318 -0.9693 -1.1107 0.01 -0.01 0.00 0.46
H -2.3747 -0.9333 -1.4908 -0.01 0.01 -0.01 0.49
Se 0.4161 -2.5866 1.1225 0.74 0.45 0.30 0.00
C 0.0108 -4.1557 0.1327 -0.42 0.32 -0.29 0.70
C 0.0804 -4.2316 -1.2526 -0.16 -0.05 0.12 -0.21
C -0.1850 -5.4655 -1.8299 0.00 -0.08 0.03 -0.49
N -0.5041 -6.5499 -1.1272 -0.01 0.09 0.00 -0.47
C -0.5710 -6.4487 0.1964 0.02 -0.02 -0.01 -0.42
C -0.3161 -5.2716 0.8914 0.09 -0.02 -0.21 -0.43
H 0.3320 -3.3787 -1.8676 0.03 0.01 0.00 0.37
H -0.1399 -5.5837 -2.9061 0.01 -0.02 0.00 0.36
H -0.8330 -7.3500 0.7376 -0.01 -0.01 -0.01 0.37
H -0.3671 -5.2413 1.9710 0.01 -0.01 0.01 0.38
```
Forces are in eV/Å.

molar mass: 887.41 g/mol
highest occupied orbital energy (spin up / spin down): -0.4989 / -0.4989 Eh
net charge: +2
gap between HOMO and LUMO (spin up / spin down): 4.66 / 4.66 eV

---

A cluster of 2 separate species, C5H7NO in total, computed with ωB97M-V/def2-TZVPD.

```
14
Properties=species:S:1:pos:R:3:forces:R:3:mulliken_charge:R:1
C 0.9174 1.7565 -0.2193 0.04 0.13 0.00 -1.18
C 0.0656 0.5245 -0.3016 -0.28 -0.59 -0.01 0.74
C -1.0954 0.2668 0.5435 -0.02 0.22 -0.07 -0.86
O -1.8171 -0.7758 -0.0646 0.73 -0.26 -0.17 -0.29
C -0.7119 -1.5501 -0.4342 0.03 0.98 1.17 0.59
N -0.4779 -2.2842 0.6665 0.32 0.07 -0.78 -0.59
C 0.2820 -0.6350 -1.0044 -0.15 0.04 0.28 -0.70
H 1.8977 1.6076 -0.6898 -0.27 0.00 0.12 0.32
H 1.0800 2.0419 0.8311 -0.05 -0.13 -0.29 0.32
H 0.4293 2.6126 -0.7117 0.11 -0.30 0.12 0.28
H -1.7139 1.0692 0.9579 0.20 -0.27 -0.13 0.33
H -0.4905 -1.0541 1.3695 -0.12 0.09 -0.40 0.36
H 0.4717 -2.6743 0.6331 -0.32 0.04 0.04 0.26
H 1.1629 -0.9057 -1.5758 -0.20 -0.02 0.13 0.40
```
Forces are in eV/Å.

molar mass: 97.12 g/mol
highest occupied orbital energy: -0.3123 Eh
relative energy (zero: lowest compared OMol25 entry of this formula, charge and spin): 110.4 kcal/mol
net charge: 0
gap between HOMO and LUMO: 8.67 eV

---

The molecule C3H5ClO, computed with ωB97M-V/def2-TZVPD.

```
10
Properties=species:S:1:pos:R:3:forces:R:3:mulliken_charge:R:1
C 1.1810 0.6465 1.0045 1.23 -1.46 0.83 -0.66
O 0.0906 -0.1706 0.7894 -2.78 -1.82 -0.34 -0.33
C -0.2761 -0.5282 -0.5068 0.22 1.40 0.64 -0.05
C -1.5697 -0.6249 -0.8805 1.96 0.23 1.13 -0.29
Cl -2.0922 -0.6944 -2.5080 -0.01 -0.37 -0.08 -0.18
H 2.0852 0.1369 0.5863 -0.25 0.71 0.50 0.29
H 1.2151 0.7679 2.1073 0.43 -0.20 -0.70 0.20
H 1.0347 1.5976 0.5948 -0.04 1.59 -0.91 0.34
H 0.6279 -0.5508 -1.1009 -0.34 -0.21 -0.86 0.32
H -2.2964 -0.5800 -0.0860 -0.41 0.13 -0.22 0.36
```
Forces are in eV/Å.

molar mass: 92.53 g/mol
structure (SMILES): CO/C=C/Cl
highest occupied orbital energy: -0.3232 Eh
relative energy (zero: lowest compared OMol25 entry of this formula, charge and spin): 34.2 kcal/mol
net charge: 0
gap between HOMO and LUMO: 9.82 eV

---

The molecule HN3O, computed with ωB97M-V/def2-TZVPD.

```
5
Properties=species:S:1:pos:R:3:forces:R:3:mulliken_charge:R:1
N 0.6014 -0.5766 -0.0843 -0.17 -0.29 0.29 0.63
N 1.1600 -1.5651 0.0617 -0.23 1.05 -0.50 -0.40
N -0.2643 0.3405 -0.0537 -3.36 1.30 2.82 0.05
O -0.5847 1.4068 -0.7747 1.45 -0.99 -0.66 -0.59
H -0.9124 0.3945 0.8510 2.31 -1.08 -1.96 0.31
```
Forces are in eV/Å.

molar mass: 59.03 g/mol
highest occupied orbital energy: -0.3135 Eh
relative energy (zero: lowest compared OMol25 entry of this formula, charge and spin): 91.2 kcal/mol
net charge: 0
gap between HOMO and LUMO: 7.59 eV

---

- Which of these has the lowest molar mass?
  HN3O

---

- Among the records above, which one has the highest molar mass?
  C23H16I2N4OOsSe